No. 1
ORCA calculation (the ωB97M-V functional and the def2-TZVPD basis) on a structure of composition C21H56AsF6O21S7.

The net charge is -1. For the HOMO energy, the calculation gives -8.9 eV.

Structure (XYZ):
```
112
C21H56AsF6O21S7, DFT the ωB97M-V functional and the def2-TZVPD basis
As -16.103 6.853 13.206
F -15.882 5.417 14.118
F -17.682 6.264 12.771
F -16.379 8.268 12.247
F -14.544 7.439 13.659
F -15.422 6.079 11.821
F -16.816 7.657 14.572
O -14.162 11.897 13.510
S -14.566 11.755 14.866
O -13.928 12.488 15.913
O -16.110 12.128 14.893
C -16.772 12.212 16.172
C -17.730 11.055 16.330
C -14.656 10.061 15.293
H -17.330 13.147 16.156
H -16.054 12.241 16.989
H -18.260 10.873 15.397
H -18.484 11.302 17.084
H -17.251 10.153 16.712
H -14.911 9.967 16.348
H -13.703 9.570 15.103
H -15.418 9.575 14.693
O -22.837 6.843 10.455
S -22.569 5.501 10.057
O -23.217 4.891 8.950
O -21.028 5.390 9.742
C -20.117 5.938 10.692
C -19.694 7.371 10.428
C -22.712 4.451 11.496
H -19.249 5.281 10.725
H -20.541 5.920 11.706
H -20.530 8.049 10.584
H -19.349 7.443 9.393
H -18.835 7.609 11.055
H -21.815 3.836 11.558
H -23.567 3.799 11.335
H -22.823 5.087 12.367
O -19.541 2.587 11.281
S -18.743 2.251 12.407
O -18.765 0.951 13.001
O -17.252 2.575 11.978
C -16.185 1.929 12.714
C -14.886 2.556 12.278
C -19.009 3.503 13.625
H -16.223 0.858 12.524
H -16.323 2.080 13.789
H -14.796 3.605 12.523
H -14.765 2.381 11.205
H -14.088 1.946 12.716
H -19.947 3.346 14.146
H -19.017 4.443 13.081
H -18.127 3.498 14.262
O -15.684 8.529 18.321
S -14.641 7.561 18.283
O -13.319 7.926 18.646
O -15.104 6.344 19.196
C -14.151 5.286 19.360
C -14.516 4.496 20.635
C -14.592 6.712 16.722
H -13.155 5.690 19.527
H -14.147 4.611 18.505
H -14.736 3.454 20.430
H -15.394 4.980 21.069
H -13.768 4.608 21.419
H -14.628 7.457 15.933
H -15.460 6.064 16.681
H -13.629 6.213 16.657
O -12.025 4.293 16.103
S -11.129 4.537 15.022
O -9.736 4.680 15.280
O -11.375 3.336 14.023
C -10.506 3.249 12.866
C -10.432 1.790 12.438
C -11.674 5.923 14.072
H -9.536 3.646 13.159
H -10.913 3.854 12.052
H -9.390 1.531 12.247
H -10.968 1.594 11.510
H -10.834 1.134 13.206
H -11.806 6.709 14.814
H -12.542 5.673 13.474
H -10.827 6.226 13.457
O -12.696 9.279 8.818
S -13.936 9.921 8.524
O -14.028 10.912 7.508
O -14.982 8.808 8.085
C -15.337 7.874 9.116
C -15.892 6.589 8.514
C -14.628 10.568 10.002
H -16.078 8.281 9.812
H -14.512 7.668 9.804
H -15.411 6.378 7.562
H -16.971 6.675 8.392
H -15.728 5.788 9.233
H -14.263 11.575 10.165
H -14.367 9.919 10.836
H -15.709 10.505 9.903
O -19.970 5.549 15.929
S -20.878 6.420 15.257
O -21.896 5.974 14.368
O -21.616 7.276 16.372
C -21.129 7.185 17.720
C -19.997 8.134 17.978
C -19.953 7.674 14.428
H -20.857 6.154 17.951
H -21.981 7.371 18.377
H -19.740 8.103 19.037
H -20.256 9.135 17.641
H -19.110 7.752 17.469
H -18.983 7.766 14.899
H -20.552 8.582 14.398
H -19.913 7.331 13.394
```

No. 2
ORCA calculation (the ωB97M-V functional and the def2-TZVPD basis) on the molecule FNO3S.

For the HOMO energy, the calculation gives -11.3 eV.

Structure (XYZ):
```
6
FNO3S, DFT the ωB97M-V functional and the def2-TZVPD basis
N 0.456 0.510 0.172
O -1.785 1.150 -0.238
O 1.342 -0.365 0.163
O 2.641 -0.156 -0.089
F -1.387 -1.247 -0.532
S -1.268 0.107 0.524
```

No. 3
ORCA calculation (the ωB97M-V functional and the def2-TZVPD basis) on a cluster of 2 separate species, C36H48N3O in total.

The net charge is +1. For the HOMO energy, the calculation gives -8.4 eV.

Structure (XYZ):
```
88
C36H48N3O, DFT the ωB97M-V functional and the def2-TZVPD basis
C 4.171 1.674 4.789
O 2.860 2.184 4.753
C 1.934 1.198 4.754
C 0.558 1.453 4.734
C -0.386 0.403 4.756
C -1.729 0.677 4.733
C -2.173 1.992 4.688
C -1.263 3.040 4.668
C 0.084 2.781 4.691
H 4.870 2.511 4.777
H 4.321 1.087 5.697
H 4.344 1.046 3.915
H 2.272 0.173 4.761
H -0.035 -0.612 4.806
H -2.442 -0.131 4.761
H -3.229 2.201 4.674
H -1.614 4.059 4.642
H 0.802 3.582 4.684
C 3.706 1.719 -2.530
C 2.380 1.104 -2.982
C 2.475 0.506 -4.385
C 1.253 2.108 -2.893
C 1.278 3.269 -3.647
C 0.261 4.195 -3.549
C -0.796 3.968 -2.693
C -0.867 2.806 -1.941
C -2.016 2.547 -0.991
C -3.351 3.029 -1.566
C -1.742 3.156 0.387
C 0.171 1.871 -2.037
N 0.118 0.646 -1.268
N -0.459 -0.474 -1.700
N -0.295 -1.353 -0.734
C -0.766 -2.721 -0.805
C 0.063 -3.724 -1.323
C 1.459 -3.387 -1.799
C 1.600 -3.643 -3.300
C 2.519 -4.139 -0.990
C -0.413 -5.021 -1.395
C -1.687 -5.331 -0.965
C -2.502 -4.342 -0.455
C -2.058 -3.034 -0.367
C -2.951 -1.948 0.187
C -3.324 -2.223 1.646
C -4.185 -1.755 -0.695
C 0.397 -0.826 0.375
C 0.731 -1.550 1.617
C 0.689 0.486 0.026
C 1.377 1.437 0.742
H 3.628 2.115 -1.516
H 4.518 0.990 -2.549
H 3.993 2.545 -3.182
H 2.132 0.285 -2.283
H 1.530 0.044 -4.675
H 2.702 1.279 -5.120
H 3.260 -0.249 -4.452
H 2.106 3.450 -4.310
H 0.294 5.096 -4.142
H -1.575 4.705 -2.610
H -2.078 1.451 -0.873
H -3.505 2.633 -2.572
H -4.195 2.725 -0.944
H -3.376 4.117 -1.632
H -0.839 2.737 0.832
H -1.597 4.234 0.310
H -2.566 2.977 1.080
H 1.602 -2.306 -1.624
H 0.855 -3.078 -3.862
H 2.589 -3.366 -3.667
H 1.452 -4.700 -3.527
H 2.419 -3.934 0.076
H 2.418 -5.216 -1.124
H 3.530 -3.865 -1.296
H 0.222 -5.796 -1.790
H -2.044 -6.346 -1.026
H -3.495 -4.587 -0.117
H -2.367 -1.011 0.159
H -2.433 -2.337 2.264
H -3.930 -1.419 2.067
H -3.899 -3.145 1.732
H -3.896 -1.529 -1.723
H -4.791 -2.662 -0.715
H -4.820 -0.945 -0.333
H 1.279 -0.914 2.313
H -0.173 -1.897 2.119
H 1.350 -2.422 1.401
H 1.737 1.237 1.730
H 1.555 2.409 0.330
```

No. 4
ORCA calculation (the ωB97M-V functional and the def2-TZVPD basis) on the molecule C5H7NO.

As for the structure (SMILES): O=C[C@H]1[C@H]2CCN21. For the HOMO energy, the calculation gives -9.5 eV.

Structure (XYZ):
```
14
C5H7NO, DFT the ωB97M-V functional and the def2-TZVPD basis
O 2.156 2.018 0.048
C 1.158 1.451 0.452
C 0.314 0.929 -0.638
C 0.023 -0.474 -1.016
C -0.154 -1.423 0.150
C -1.225 -0.422 0.636
N -1.085 0.437 -0.615
H 0.922 1.436 1.525
H 0.868 1.566 -1.376
H 0.144 -0.764 -2.057
H 0.723 -1.611 0.778
H -0.581 -2.381 -0.156
H -1.037 0.101 1.579
H -2.227 -0.863 0.689
```

No. 5
ORCA calculation (the ωB97M-V functional and the def2-TZVPD basis) on a structure of composition C23H25BMnN4O2.

Its spin multiplicity is 6. For the HOMO energy (alpha / beta), the calculation gives -6.5 / -7.5 eV. The expectation value of S² is 8.8746.

Structure (XYZ):
```
56
C23H25BMnN4O2, DFT the ωB97M-V functional and the def2-TZVPD basis
Mn -5.623 -14.104 3.351
C -2.871 -17.682 6.170
C -2.582 -17.752 4.805
C -3.538 -17.288 3.881
C -4.696 -16.714 4.328
C -5.025 -16.684 5.694
C -4.050 -17.137 6.601
N -5.548 -15.976 3.441
C -6.303 -16.723 2.532
C -6.419 -18.073 2.530
C -7.320 -18.686 1.661
C -8.089 -17.927 0.811
C -8.048 -16.564 0.810
C -7.124 -15.987 1.667
N -6.950 -14.638 1.837
N -7.654 -13.680 1.245
C -7.480 -12.517 1.864
C -8.253 -11.452 1.418
C -8.104 -10.202 2.007
C -7.124 -10.078 3.055
C -6.409 -11.136 3.460
N -6.580 -12.402 2.936
H -2.141 -17.974 6.933
H -1.746 -18.309 4.419
H -3.389 -17.308 2.849
H -5.956 -16.227 6.005
H -4.322 -17.141 7.644
H -5.725 -18.652 3.088
H -7.470 -19.718 1.676
H -8.798 -18.389 0.140
H -8.662 -15.997 0.187
H -8.867 -11.598 0.518
H -8.697 -9.400 1.669
H -6.966 -9.070 3.395
H -5.641 -11.047 4.173
C -3.580 -11.529 6.969
C -2.759 -12.083 5.813
C -1.626 -11.133 5.483
O -3.679 -12.282 4.674
B -4.020 -13.591 4.708
O -3.381 -14.328 5.578
C -2.281 -13.508 6.061
C -1.979 -13.889 7.535
C -1.018 -13.972 5.278
H -4.062 -10.639 6.627
H -2.830 -11.324 7.718
H -4.231 -12.322 7.384
H -1.858 -10.101 5.284
H -1.136 -11.445 4.557
H -0.824 -11.121 6.237
H -2.897 -14.011 8.109
H -1.434 -13.083 8.011
H -1.438 -14.854 7.506
H -1.095 -13.766 4.218
H -0.944 -15.012 5.298
H -0.069 -13.506 5.582
```

No. 6
ORCA calculation (the ωB97M-V functional and the def2-TZVPD basis) on a structure of composition C60H77BrClN6O5SSiW.

Its spin multiplicity is 2. For the HOMO energy (alpha / beta), the calculation gives -6.6 / -6.4 eV. The expectation value of S² is 0.7618.

Structure (XYZ):
```
153
C60H77BrClN6O5SSiW, DFT the ωB97M-V functional and the def2-TZVPD basis
W -0.420 -0.213 0.568
C 0.950 -4.171 1.615
C 0.424 -4.882 0.375
C 1.495 -4.881 -0.723
C -0.892 -4.411 -0.235
C -1.369 -5.305 -1.195
C -2.555 -5.114 -1.866
C -3.368 -4.070 -1.480
C -2.969 -3.185 -0.489
C -4.035 -2.274 0.082
C -4.843 -3.066 1.121
C -4.996 -1.721 -0.976
C -1.666 -3.269 0.054
N -1.257 -2.297 1.042
C -1.588 -2.751 2.253
C -1.287 -2.258 3.529
C -1.561 -3.143 4.605
C -1.186 -2.879 5.891
C -0.526 -1.681 6.164
C -0.304 -0.768 5.160
C -0.686 -0.992 3.819
N -0.481 -0.041 2.859
C -0.111 1.249 3.409
C 1.240 1.661 3.564
C 1.477 3.030 3.700
C 0.456 3.948 3.816
C -0.827 3.481 4.010
C -1.125 2.134 3.864
C -2.467 1.679 4.411
C -3.609 2.667 4.140
C -2.370 1.538 5.941
C 2.432 0.742 3.856
C 2.340 -0.719 3.397
C 3.778 1.327 3.406
H 1.924 -4.582 1.879
H 0.289 -4.316 2.465
H 1.064 -3.106 1.438
H 0.256 -5.930 0.662
H 1.583 -3.882 -1.135
H 1.220 -5.547 -1.534
H 2.456 -5.206 -0.326
H -0.792 -6.193 -1.408
H -2.866 -5.799 -2.638
H -4.348 -3.976 -1.923
H -3.556 -1.434 0.590
H -5.166 -4.016 0.700
H -5.725 -2.505 1.415
H -4.253 -3.265 2.012
H -5.800 -2.424 -1.175
H -4.475 -1.526 -1.908
H -5.444 -0.796 -0.619
H -2.102 -3.716 2.260
H -2.051 -4.080 4.373
H -1.376 -3.592 6.678
H -0.187 -1.466 7.167
H 0.206 0.151 5.399
H 2.488 3.397 3.722
H 0.672 5.005 3.853
H -1.605 4.172 4.287
H -2.722 0.694 4.019
H -3.611 3.453 4.891
H -4.566 2.152 4.201
H -3.534 3.135 3.166
H -1.994 2.454 6.389
H -1.722 0.719 6.231
H -3.362 1.339 6.343
H 2.469 0.724 4.957
H 1.745 -0.828 2.495
H 1.886 -1.348 4.157
H 3.334 -1.113 3.198
H 3.762 1.597 2.355
H 4.564 0.589 3.557
H 4.057 2.200 3.988
O 0.449 4.874 -2.088
C -0.461 5.056 -1.155
O -0.821 6.156 -0.814
C -1.043 3.843 -0.514
C -2.121 3.846 0.353
Cl -2.969 5.179 0.958
N -2.363 2.558 0.801
N -1.323 1.742 0.360
C -0.604 2.498 -0.544
C 0.221 1.766 -1.507
O 0.766 2.332 -2.468
O 0.269 0.491 -1.307
C -3.623 2.004 1.067
C -4.791 2.655 0.660
C -6.027 2.125 0.976
C -6.127 0.948 1.702
C -4.971 0.278 2.064
C -3.725 0.776 1.725
H 0.647 3.909 -2.302
H -4.725 3.575 0.106
H -6.920 2.638 0.658
H -7.096 0.562 1.981
H -5.038 -0.636 2.632
H -2.820 0.239 2.001
O 1.232 -1.309 0.453
N 2.438 -0.900 0.029
C 3.373 -1.821 -0.324
C 4.619 -1.436 -0.729
C 4.954 -0.079 -0.771
C 4.014 0.846 -0.351
C 2.762 0.433 0.090
S 1.639 1.481 0.839
H 3.059 -2.847 -0.253
H 5.335 -2.191 -1.012
H 5.931 0.243 -1.088
H 4.226 1.902 -0.342
N -2.653 0.113 -1.662
C -2.083 -0.217 -0.659
H -3.473 0.566 -2.021
C -1.024 -0.706 -7.040
C -1.203 -1.089 -5.568
C -1.505 0.180 -4.766
C -2.438 -1.988 -5.448
Si 0.380 -1.998 -4.884
Br 0.072 -2.124 -2.596
C 0.483 -3.896 -5.382
C -0.591 -4.743 -4.688
C 0.337 -4.085 -6.894
C 1.828 -4.488 -4.948
C 2.052 -1.021 -5.111
C 3.082 -1.428 -4.052
C 2.641 -1.253 -6.506
C 1.838 0.485 -4.938
H -1.937 -0.247 -7.417
H -0.805 -1.574 -7.656
H -0.218 0.012 -7.165
H -2.464 0.591 -5.080
H -0.756 0.950 -4.912
H -1.564 -0.031 -3.701
H -3.328 -1.435 -5.750
H -2.580 -2.323 -4.423
H -2.364 -2.857 -6.096
H -1.593 -4.485 -5.008
H -0.538 -4.630 -3.610
H -0.428 -5.793 -4.926
H -0.654 -3.795 -7.234
H 0.474 -5.136 -7.146
H 1.073 -3.507 -7.445
H 1.966 -4.372 -3.876
H 2.662 -4.026 -5.466
H 1.851 -5.553 -5.175
H 3.335 -2.481 -4.091
H 2.713 -1.201 -3.056
H 3.998 -0.856 -4.197
H 2.905 -2.295 -6.667
H 3.545 -0.658 -6.627
H 1.940 -0.956 -7.283
H 1.389 0.724 -3.979
H 1.221 0.900 -5.730
H 2.798 0.997 -4.977
```

No. 7
ORCA calculation (the ωB97M-V functional and the def2-TZVPD basis) on a cluster of 2 separate species, C4H4N3OS in total.

The net charge is -1. For the HOMO energy, the calculation gives -3.6 eV.

Structure (XYZ):
```
13
C4H4N3OS, DFT the ωB97M-V functional and the def2-TZVPD basis
C -1.027 1.750 -0.324
C -0.632 0.383 -0.151
C 1.879 -1.464 -0.498
C 2.526 -0.394 -0.648
N -2.100 2.035 0.529
N -2.384 1.030 1.218
N -1.534 -0.006 0.789
O 1.306 -2.481 -0.312
S -1.715 -1.569 1.515
H -0.539 2.535 -1.059
H -1.400 -2.227 0.388
H 2.470 0.504 -0.056
H 3.151 -0.098 -1.391
```

No. 8
ORCA calculation (the ωB97M-V functional and the def2-TZVPD basis) on a cluster of 3 separate species, C2H9O3 in total.

Its spin multiplicity is 2. For the HOMO energy (alpha / beta), the calculation gives -10.7 / -10.7 eV. The expectation value of S² is 0.7529.

Structure (XYZ):
```
14
C2H9O3, DFT the ωB97M-V functional and the def2-TZVPD basis
C -1.256 -0.244 -1.019
O -0.407 -0.341 0.101
C -2.676 0.049 -0.533
H -0.952 0.516 -1.739
H -1.268 -1.191 -1.573
H -2.623 0.838 0.223
H -3.420 0.285 -1.291
H -2.995 -0.880 -0.048
H 1.699 -1.516 0.851
H 2.517 -0.172 0.851
O 2.571 -1.128 0.850
H 0.633 1.727 0.768
H 0.323 0.271 0.198
O 1.546 1.609 0.418
```

Record-wise M values, in g mol⁻¹: 1058.0 113.1 538.8 97.1 455.2 1321.7 142.2 81.1
Record-wise E values, in hartree: -8036.2604 -778.2553 -1639.7556 -324.5989 -2436.8154 -6826.2493 -792.4013 -307.1944
Record-wise strongest force on any atom values, in eV/Å: 1.66 4.13 3.79 2.42 3.25 2.77 4.56 1.11